(1)
The following is a DFT calculation (wB97M-V/def2-TZVPD) of a molecular structure, C17H25FO3PdS3 in a non-equilibrium geometry.

```
50
Properties=species:S:1:pos:R:3:forces:R:3
Pd 0.43233 0.34677 -0.55645 -0.7368 1.6216 -0.5231
C -4.71857 1.20237 1.08275 -0.2463 -0.4028 -0.0710
C -3.95407 1.54467 -0.17755 0.5700 -0.0667 0.0249
S -2.14267 1.01077 -0.11815 -0.6224 0.4850 -0.2160
C -2.09397 0.04967 -1.65555 0.0447 0.1242 0.2625
C -2.79407 -1.28703 -1.60515 0.2221 -0.3124 0.0985
S -2.08557 -2.46523 -0.40115 -0.9888 -0.4245 0.5709
C -3.60657 -2.65133 0.63645 0.5602 0.1405 -0.4720
C -3.81927 -1.43913 1.52985 -0.3745 0.2401 0.3421
S -5.34937 -0.50883 1.13795 0.0886 0.1392 0.0111
H -5.61417 1.82327 1.17805 0.0340 0.0186 0.0843
H -4.09327 1.35207 1.96275 -0.0218 0.1264 0.0952
H -3.92857 2.63087 -0.29255 -0.0629 0.0336 -0.0701
H -4.42567 1.10567 -1.05375 -0.1236 -0.0033 -0.0768
H -0.99967 -0.10333 -1.78245 -0.6227 0.0167 -0.6502
H -2.50017 0.66237 -2.46785 0.1625 -0.0255 -0.0287
H -2.71657 -1.76383 -2.58405 -0.0500 0.0500 -0.0637
H -3.84457 -1.17163 -1.34125 -0.1051 0.0032 -0.1091
H -3.43557 -3.54463 1.23515 -0.0121 -0.0842 0.0209
H -4.46677 -2.82723 -0.01085 -0.0862 -0.1133 0.0639
H -2.99637 -0.73313 1.39955 -0.0863 -0.1570 0.1228
H -3.89257 -1.71903 2.58125 0.0853 -0.0543 0.0323
C 3.57693 -3.00703 -0.65335 -0.2483 0.1667 -0.0724
C 2.43963 -2.00903 -0.85015 -0.0689 -0.3059 -0.4144
C 2.85083 -0.88233 -1.81575 -0.2227 -0.0634 0.1508
O 2.10733 -1.45983 0.41055 0.4833 -0.5859 0.0899
C 1.16663 -2.70263 -1.49365 0.9024 0.3496 0.2173
O 1.29823 -3.79913 -2.04605 -0.0085 -0.4959 -0.2258
O 0.12363 -2.00693 -1.42315 -0.0582 0.7974 -0.1704
H 4.53543 -2.49193 -0.59145 0.0994 0.0763 0.1134
H 3.58943 -3.70963 -1.48315 0.0215 -0.0204 -0.0444
H 3.40743 -3.55653 0.26925 0.0000 -0.1225 0.0991
H 3.76143 -0.39163 -1.46725 0.0592 -0.0132 0.0516
H 2.03253 -0.12553 -1.83015 0.4459 -0.2762 -0.2234
H 3.00223 -1.27873 -2.82105 0.0430 -0.0073 -0.1157
H 1.30223 -0.88313 0.22445 0.7357 -0.6264 0.9346
F 5.16663 2.88347 3.28935 -0.1942 -0.1476 -0.1134
C 4.10263 2.69457 2.41145 0.0927 0.0186 0.0606
C 2.80453 2.83587 2.87215 0.6574 0.0050 0.2075
C 1.75923 2.72507 1.98755 -0.1775 -0.1176 -0.4433
C 1.96523 2.48497 0.60015 0.3717 0.4429 0.1933
C 0.90163 2.50037 -0.34615 -0.4259 -0.4623 -0.4523
C 3.31853 2.31277 0.19665 -0.4563 -0.0833 -0.0829
C 4.36213 2.39887 1.08255 0.3002 0.1702 0.4657
H 2.63893 3.03547 3.92375 -0.0394 0.0231 0.0498
H 0.74323 2.81547 2.35155 -0.0625 0.0385 -0.0267
H 1.20063 2.75577 -1.37455 -0.0756 -0.0340 0.3116
H -0.00797 3.01547 -0.03025 0.1152 -0.1146 -0.0323
H 3.51363 2.08197 -0.84465 0.0033 -0.0006 0.0158
H 5.38293 2.24987 0.75425 0.0790 0.0337 0.0077
```
Forces are in eV/Å.

Calculated values
E_HOMO: 0.53 eV
net charge: -2
E: -2310.74323 Ha
F_max: 0.0361 Eh/bohr
frontier orbital gap: 3.7 eV
energy relative to the best compared isomer or geometry (same formula, charge and spin): 25.4 kcal/mol

---

(2)
The following is a DFT calculation (wB97M-V/def2-TZVPD) of a single C17H25N2O5P molecule in a non-equilibrium geometry.

```
50
Properties=species:S:1:pos:R:3:forces:R:3
C -2.51225 -2.39367 4.05161 -0.9300 -0.5236 0.3254
O -1.42231 -1.66944 4.62877 -0.5280 0.2461 -1.3771
C -0.72399 -0.87273 3.67044 1.4864 0.6926 0.0575
C 0.56152 -1.60385 3.11416 -0.1960 0.0656 0.7147
C 1.62410 -0.62552 2.49720 -0.2345 -0.9718 -0.8422
C 1.09610 0.19574 1.25785 0.0884 1.3586 1.1109
C 2.25623 1.06135 0.60403 -0.0976 -0.9363 0.2774
C 2.87549 0.39265 -0.70443 0.9476 0.7541 0.8924
C 2.91047 1.34727 -1.95718 0.7853 -0.9875 -0.2076
C 1.74634 1.12864 -3.00183 -0.7722 0.6931 -0.1095
C 0.43112 0.55054 -2.40839 -1.8530 -0.4882 0.6232
C 0.26688 -0.90756 -2.34310 -0.4142 0.0750 0.2305
C -0.91872 -1.57220 -1.83798 1.1923 4.0112 -0.3479
C -1.96577 -0.65170 -1.38213 0.8790 -2.1541 -0.1572
C -1.92240 0.78674 -1.40508 1.9909 -1.4925 -0.8905
C -0.68638 1.40969 -1.93720 -1.0186 -2.1120 -0.0369
P -0.63724 3.26072 -2.01477 1.4307 1.4350 0.5479
N 0.68278 3.91836 -1.48446 -0.6148 -1.3881 -0.2879
O -1.94019 3.81603 -1.11707 0.6122 -1.1012 -1.8062
O -0.83676 3.78206 -3.58999 -1.5635 -0.9456 2.4196
C -3.05864 -1.64529 -0.90078 0.2918 1.2221 -0.0383
O -4.16092 -1.33742 -0.53692 0.2804 -0.5298 -0.1227
N -2.53554 -2.99018 -0.93478 0.5312 -0.1608 -1.8861
C -1.28312 -3.06706 -1.66970 -0.6722 2.6813 0.8210
O -0.72165 -4.05006 -2.04299 -0.2286 0.2242 0.0895
H -3.41050 -2.28436 4.72618 0.9446 -0.1520 -0.5785
H -2.28608 -3.48841 3.95747 -0.0379 0.8839 0.0928
H -2.83350 -2.02572 3.04363 0.4889 -0.0997 0.7401
H -0.35053 0.04748 4.21165 -0.4554 -0.8770 -0.3825
H -1.37741 -0.49433 2.83975 0.3237 -0.5289 0.6858
H 0.24530 -2.43448 2.42749 0.4283 0.7883 0.3493
H 1.05131 -2.08985 4.00746 -0.5785 0.3612 -0.8486
H 2.48788 -1.25518 2.13789 -0.6742 0.5627 0.4132
H 2.02693 0.03301 3.31572 -0.4835 -0.3576 -0.9073
H 0.54329 -0.42478 0.50908 0.5714 0.3039 0.6078
H 0.36013 0.94290 1.68013 0.4400 -0.8036 -0.5241
H 3.06778 1.11914 1.38646 -0.7572 0.1029 -0.8284
H 1.90688 2.11127 0.44778 0.2697 -0.8717 -0.1254
H 2.40730 -0.60567 -0.88285 0.2624 0.8934 -0.0713
H 3.95281 0.18084 -0.44133 -1.0566 0.0682 -0.3946
H 3.02768 2.41604 -1.62225 -0.4080 -1.0626 -0.3810
H 3.87263 1.11977 -2.50260 -0.9865 0.3102 0.4199
H 2.03824 0.46346 -3.85995 -0.0444 0.5012 1.0142
H 1.52111 2.13733 -3.45451 0.1322 -1.0478 0.3530
H 1.12297 -1.53574 -2.69950 -0.8587 0.6793 0.2834
H -2.80259 1.37000 -1.05763 0.8177 -0.5303 -0.3709
H 1.29713 3.14682 -1.21190 0.0308 0.5516 0.0471
H -2.06471 3.25237 -0.33357 0.2133 0.3562 -0.2481
H -1.79171 3.72050 -3.79367 0.4134 0.1388 -0.3430
H -3.13751 -3.68554 -1.38623 -0.3886 0.1622 0.9971
```
Forces are in eV/Å.

Calculated values
E_HOMO: -9.33 eV
structure (SMILES): COCCCCCCCCc1cc2c(cc1P(=N)(O)O)C(=O)NC2=O
E: -1489.82985 Ha
F_max: 0.0817 Eh/bohr
frontier orbital gap: 8.1 eV

---

(3)
The following is a DFT calculation (wB97M-V/def2-TZVPD) of a molecular structure, C17H25N3O2 in a non-equilibrium geometry.

```
47
Properties=species:S:1:pos:R:3:forces:R:3
C -6.57957 4.74254 0.09276 -4.6159 -0.1859 -4.6844
C -5.36531 4.84853 -0.64780 6.1977 -0.1261 -1.2735
C -4.67715 3.47410 -0.69308 7.7508 5.2683 0.9854
C -4.14282 2.85165 0.54141 1.3298 -0.3775 2.0505
C -3.36845 1.48734 0.15524 5.9426 14.6875 0.2087
O -3.67713 0.47938 0.43210 -3.5307 -10.9030 1.7219
N -1.81572 1.91063 -0.09627 -6.0922 -0.4905 0.9982
C -1.04896 0.79483 -0.36965 3.9503 4.1031 -1.6407
C 0.24770 1.31539 -0.67065 -1.6209 1.2205 -0.1186
C 1.26964 0.60983 -1.07292 -0.4677 -4.7976 2.3049
C 1.13352 -0.84824 -0.85331 0.5097 0.2886 -3.7302
C -0.13919 -1.46486 -0.68590 1.1481 4.9105 -1.2700
C -1.24577 -0.51134 -0.61793 -1.6197 -3.0901 3.3776
H -2.17763 -0.84830 -0.09379 0.6905 -0.4580 -1.6094
H -0.37981 -2.47422 -0.85855 0.1721 -1.2009 0.2568
C 2.35915 -1.60873 -1.50991 -1.5031 0.3362 -3.2576
O 2.78958 -1.40143 -2.73761 -1.2982 -0.6060 5.5390
N 2.65279 -2.64496 -0.72438 -3.3988 0.6526 3.2050
C 2.09260 -2.82002 0.78926 7.7065 -0.5312 -3.5940
H 1.54347 -2.02183 1.04652 -2.5026 1.9820 1.0306
C 3.46765 -2.67427 1.53287 1.5270 2.9970 2.7112
N 4.67994 -3.49191 1.32588 -7.3848 -1.3272 -7.3572
C 5.68262 -3.41770 2.18448 2.4693 -1.1686 2.5748
H 6.52678 -4.11061 1.86484 -0.9413 0.4972 0.5815
H 5.18947 -3.84578 3.19127 1.9017 1.6510 -1.4085
H 6.08180 -2.41621 2.03133 0.8279 0.7977 1.8177
C 4.88974 -3.31518 -0.38562 -2.4121 -9.4521 7.2260
C 3.56258 -3.62605 -0.93023 6.5493 6.6228 -6.6870
H 4.00258 -3.36153 -2.13306 -1.8210 -1.0578 2.5141
H 3.31185 -4.53959 -0.96675 -2.2607 -6.7468 0.3490
H 5.58645 -4.13413 -0.36705 0.5313 -0.0701 -1.2992
H 5.21972 -2.45329 -0.45758 3.1608 8.2480 -1.3755
H 3.20968 -2.69411 2.65501 0.4562 0.0822 -1.3134
H 3.84676 -1.53867 1.29257 -1.1567 -1.8557 0.7571
H 1.89913 -3.82855 0.83026 -1.8527 -2.0531 0.3058
H 2.21844 1.00764 -1.07901 2.0125 0.8230 -0.9206
H 0.30231 2.37508 -0.68412 0.3219 0.9359 0.1458
H -1.58111 2.98516 0.01156 -0.1336 -3.6973 -0.6246
H -4.95201 2.57183 1.21656 0.0087 -0.3052 0.1828
H -3.36796 3.54856 1.28346 -2.1603 -1.7884 -2.5272
H -5.13364 2.89023 -1.30804 -2.9028 -4.1721 -3.5697
H -3.40138 3.65051 -1.26827 -3.9522 -0.2250 0.8381
H -4.50022 5.43563 -0.12260 -1.8939 -0.1566 -0.7527
H -5.32228 5.18279 -1.76391 -0.9259 -0.1921 2.1346
H -7.18193 3.78231 -0.38087 0.7966 2.5960 0.6931
H -6.58380 4.44059 1.04042 0.8101 -0.6634 4.1326
H -7.12409 5.70693 -0.03895 -0.3234 -1.0017 0.3715
```
Forces are in eV/Å.

Calculated values
E_HOMO: -7.91 eV
E: -977.07653 Ha
F_max: 0.3081 Eh/bohr
frontier orbital gap: 8.3 eV
energy relative to the best compared isomer or geometry (same formula, charge and spin): 334.2 kcal/mol

---

(4)
The following is a DFT calculation (wB97M-V/def2-TZVPD) of 3 unconnected molecules or ions with the total composition C17H25N3O7P2S2 in a non-equilibrium geometry.

```
56
Properties=species:S:1:pos:R:3:forces:R:3
C -1.26937 0.73540 3.19113 0.2136 -0.1303 -0.0062
C -1.36398 0.34653 2.06260 -0.1144 0.1528 -0.0891
C -1.44881 -0.14628 0.68162 0.2824 0.0509 0.7101
C -0.05232 -0.42862 0.18804 -0.3789 -0.1142 -0.1417
C 0.70126 0.53813 -0.44451 0.3947 -0.1472 -0.0972
C 2.00835 0.29337 -0.89082 -0.1143 0.0237 -0.0391
C 2.71153 1.45773 -1.56363 -0.7772 0.1269 -0.1870
C 3.28053 2.40848 -0.54225 0.2055 -0.0112 -0.1394
O 4.41853 2.34058 -0.17183 0.3701 -0.0069 0.2146
C 2.61329 -0.96377 -0.70250 0.1530 0.1958 0.0103
P 4.34017 -1.31620 -1.22787 0.0657 -0.8550 -0.5226
N 4.69812 -2.65167 -1.95008 -0.3628 0.4545 0.0034
C 1.83788 -1.92726 -0.05231 -0.1156 -0.0489 -0.0227
C 0.54267 -1.66198 0.37315 0.1825 0.0696 -0.1834
C -0.02981 -2.87230 1.00559 0.7324 -0.2001 -0.1411
O -1.15647 -3.18029 1.20432 -0.5611 -0.0208 0.2898
N 1.10216 -3.76408 1.23740 0.0169 0.4095 -0.1142
P 1.46240 -3.91303 2.88004 -0.9653 0.3743 0.7690
N 0.79116 -2.78566 3.69532 0.2723 -0.4609 -0.2533
O 1.06563 -5.41018 3.22038 0.4497 -0.1860 -0.1250
O 3.04953 -3.87631 2.96906 -0.0049 -0.1195 -0.4705
C 2.15498 -3.34357 0.34338 -0.4108 0.0459 0.2302
O 3.04276 -4.06116 0.02006 0.4890 -0.0974 -0.0726
H -1.08181 1.01848 4.19597 -0.1223 0.0927 0.0784
H -2.01781 -1.06789 0.70385 -0.1521 0.0047 -0.2596
H -1.95161 0.57875 0.05102 -0.0471 -0.0034 -0.1262
H 0.26588 1.51918 -0.57032 0.0309 0.1429 -0.0470
H 3.48362 1.15101 -2.25341 0.1781 -0.0042 0.0440
H 1.96020 1.99589 -2.14441 -0.0551 0.0565 0.0115
H 2.61052 3.19164 -0.15040 -0.1670 -0.0925 0.0860
H 5.08217 -1.05192 -0.05862 -0.0492 0.2048 0.0446
H 4.65525 -0.22661 -2.04318 0.1468 0.2494 0.3391
H 3.91230 -3.28194 -2.02601 0.2199 -0.2874 0.0708
H 0.13874 -3.11143 4.39408 -0.1281 0.2784 0.0313
H 1.36552 -5.63884 4.10864 -0.0562 -0.1641 0.0521
H 3.31323 -2.94572 2.96307 0.2610 -0.0206 0.2582
C -5.80202 -1.26109 -0.13504 -0.0776 0.0381 0.0428
S -4.62636 -1.87062 -1.34681 0.0356 -0.0923 0.0044
O -3.44745 -0.96500 -1.28710 -0.1012 0.0301 -0.1394
C -5.57607 -1.39492 -2.79555 -0.0672 0.0525 -0.0464
H -5.37269 -1.42387 0.85134 0.0345 -0.0198 -0.0130
H -5.97032 -0.19614 -0.29506 0.0355 0.0000 -0.0234
H -6.73507 -1.81701 -0.22562 0.0049 -0.0157 0.0094
H -5.76186 -0.32114 -2.77219 0.0277 0.0021 0.0275
H -6.51519 -1.94777 -2.80982 0.0068 -0.0171 -0.0013
H -4.98792 -1.64994 -3.67426 0.0305 -0.0176 0.0186
C -1.23008 5.29576 -1.60838 -0.0688 0.0561 -0.0234
S 0.29162 4.56751 -0.99842 0.0171 0.1365 -0.1501
O -0.08101 3.64639 0.10765 -0.0104 -0.0470 0.0458
C 0.94087 6.05966 -0.24148 -0.0015 0.0794 0.0323
H -1.80759 4.50608 -2.08410 0.0272 -0.0292 0.0080
H -1.79042 5.71235 -0.77188 0.0215 -0.0227 0.0278
H -0.99339 6.06924 -2.33870 0.0092 -0.0105 -0.0098
H 0.23091 6.42631 0.49934 -0.0165 -0.0379 0.0058
H 1.11563 6.80907 -1.01315 0.0116 -0.0110 -0.0109
H 1.88199 5.80668 0.24263 -0.0013 -0.0362 -0.0100
```
Forces are in eV/Å.

Calculated values
E_HOMO: -8.23 eV
E: -2832.72856 Ha
F_max: 0.0251 Eh/bohr
frontier orbital gap: 7.9 eV